12
Properties=species:S:1:pos:R:3:nbo_charge:R:1 method="wB97M-V/def2-TZVPD" de_lowest_kcal_mol=91.90 total_charge=0 max_force_ev_per_a=3.5 homo_lumo_gap_ev=8.883
C -0.279 1.089 -0.258 -0.13
C 0.049 -0.222 0.194 -0.32
C -1.733 2.588 1.178 0.75
C -1.034 2.392 0.068 -0.60
C 0.045 -1.495 1.173 0.14
N 0.569 -2.616 0.935 -0.58
O -2.142 2.750 2.256 -0.42
H 0.284 1.484 -1.149 0.21
H 0.795 -0.504 -0.448 0.18
H -1.112 2.940 -0.872 0.27
H -0.242 -1.148 2.134 0.16
H 0.735 -2.676 -0.065 0.33